1.
The following is a quantum chemistry calculation of C37H20BrN9Pd as an isolated structure, from OMol25.

The geometry in XYZ format:
```
68
Properties=species:S:1:pos:R:3:forces:R:3
C -1.445950 -4.313944 -3.376169 0.0189 -0.0358 0.0058
C -1.577004 -3.058889 -2.833789 0.0142 -0.0187 -0.0577
Br 3.480138 -3.776956 -0.315574 -0.0072 -0.0250 0.0330
C 0.770127 -4.121750 0.535217 0.0197 -0.0793 -0.0078
H 3.142612 -3.123396 -4.174150 0.0030 0.0022 0.0013
H 4.239346 6.066024 1.319228 0.0015 -0.0019 -0.0043
N -3.486978 -0.488173 -1.295156 0.0317 -0.0266 0.0327
N 0.646952 -2.056853 -3.015873 0.0552 -0.0914 -0.0816
C -5.723752 3.455822 1.176062 -0.0372 -0.0626 -0.0370
C -4.340077 3.630745 1.036231 0.0245 0.0532 -0.0004
C -0.459909 -3.621144 0.929320 -0.0783 0.0405 -0.0110
H 2.327355 -1.144709 0.232425 0.0054 0.0068 0.0325
N -1.256701 -0.897223 -2.103457 0.0148 -0.1111 0.0036
H 4.325925 4.029846 -0.125604 -0.0032 0.0029 -0.0016
C -2.230054 2.487006 0.062168 0.1199 -0.0308 -0.1255
C -2.791013 -2.599867 -2.326780 -0.0325 0.0310 -0.0188
H -0.503460 -4.664231 -3.774349 -0.0006 0.0075 -0.0022
C 3.392057 4.374494 0.296713 0.0348 -0.0227 -0.0020
N -1.307033 3.356452 0.423734 -0.0407 0.0294 0.0656
C 1.530895 -1.858857 0.414573 -0.0238 0.0721 -0.0303
C -4.294857 1.523090 -0.147940 -0.0452 -0.0638 0.0302
C 2.132203 5.958829 1.641199 0.0226 -0.0162 -0.0164
C -3.251498 0.690366 -0.750918 0.0780 -0.0272 -0.1018
H -2.535643 -6.116068 -3.809433 -0.0039 -0.0003 -0.0008
C 4.935929 0.107615 -2.856787 0.0104 0.0593 0.0211
H 0.942549 -5.185462 0.442279 -0.0010 -0.0003 0.0028
C -3.800512 -4.664184 -2.885788 0.0237 -0.0106 -0.0081
H 5.428964 0.992454 -2.478075 -0.0010 -0.0039 -0.0003
C -5.647840 1.333672 -0.006113 -0.0376 -0.0212 -0.0373
C 3.332074 5.517130 1.107588 -0.0270 0.0128 0.0175
H -4.665963 -5.311802 -2.918144 -0.0014 0.0039 0.0041
C -6.362147 2.334535 0.667357 0.0434 0.0632 0.0180
N 0.555244 2.289451 -0.662080 0.1060 -0.0131 0.0106
C 2.554037 0.709655 -2.031638 -0.1595 0.0078 0.0405
C -3.922617 -3.378388 -2.339818 -0.0238 0.0048 0.0236
H -4.863627 -3.015297 -1.949889 -0.0037 -0.0066 -0.0089
Pd -0.351953 0.706007 -1.397902 -0.0094 -0.0459 0.0116
N 2.807110 1.828206 -1.381773 0.1231 0.0275 0.0194
C 5.648576 -0.897103 -3.526712 -0.0238 -0.0371 -0.0187
C -2.550531 -1.231042 -1.858321 -0.0494 0.0439 0.0225
C 0.930155 5.280328 1.391612 -0.0280 0.0017 0.0257
C 1.779604 -3.214832 0.269996 0.0452 0.0528 -0.0343
C 2.209839 3.715370 0.063805 0.0190 0.0122 -0.0443
N 1.355819 0.068237 -2.143617 0.1509 0.0197 -0.0380
H 5.597730 -2.793536 -4.504569 -0.0051 -0.0047 -0.0006
H 6.713381 -0.782718 -3.676259 0.0006 0.0025 0.0045
H -3.836168 4.498192 1.439904 -0.0058 -0.0020 0.0017
H -0.009034 5.624626 1.802238 0.0037 0.0031 -0.0023
H -7.430713 2.229712 0.795039 -0.0006 -0.0022 0.0009
C -2.593044 -5.120426 -3.391381 -0.0115 0.0244 0.0175
H -1.589532 -1.831555 1.307602 0.0070 0.0092 0.0309
C 1.895819 2.523550 -0.727908 -0.0899 0.0000 -0.0321
N 0.342442 -1.370652 0.759319 0.0013 -0.1047 0.0579
C -3.653252 2.649498 0.363506 0.0013 0.0163 0.0799
H -6.140763 0.454308 -0.397445 0.0011 0.0017 0.0058
N -2.049044 1.315354 -0.612533 -0.1580 0.0882 0.1033
C 3.584532 -0.084692 -2.703105 0.0286 -0.0454 0.0003
C -0.028425 3.233316 0.124862 -0.0128 0.0063 -0.0184
C -0.630068 -2.246966 1.017488 0.0319 0.0063 -0.0514
C -0.617915 -1.964660 -2.665974 -0.0394 0.0978 0.0572
H 2.122227 6.845752 2.259613 -0.0021 -0.0014 0.0027
C 1.002072 4.159379 0.601577 -0.0252 0.0439 -0.0096
C 5.015630 -2.036684 -3.996968 0.0310 0.0340 0.0076
C 3.638067 -2.228794 -3.822656 -0.0470 -0.0211 -0.0333
H -6.304937 4.207259 1.692535 0.0045 0.0008 0.0029
H -1.277941 -4.288348 1.164676 0.0010 -0.0007 0.0008
C 1.541587 -1.112151 -2.794264 -0.0833 0.0507 0.0525
C 2.947657 -1.231327 -3.179155 0.0406 -0.0056 -0.0115
```
Forces are in eV/Å.

E_tot (a.u.): -4616.2934
Orbital gap (eV): 5.120
E_HOMO (eV): -13.93
Spin multiplicity: 1
Net charge: +2

Atomic partial charges in e from the Löwdin method, atoms 1 to 4: atom 1 (C): 0.04, atom 2 (C): -0.11, atom 3 (Br): 0.81, atom 4 (C): -0.09



2.
The following is a quantum chemistry calculation of C37H20IN9Sm as an isolated structure, from OMol25.

The geometry in XYZ format:
```
68
Properties=species:S:1:pos:R:3:forces:R:3
C -3.021403 -0.699243 1.657361 -0.0614 2.9229 -0.4416
C 1.477770 0.946810 -1.285134 0.2064 1.0964 1.3509
C 2.852586 1.460216 -1.034420 -0.1282 0.7995 1.1022
H 5.867227 3.178672 0.581539 -0.1528 0.0330 -0.3686
C -2.804573 -2.050134 1.668694 0.1896 -1.8816 2.1463
C -1.203491 0.322483 -6.311825 1.7848 2.0487 -0.1879
C 2.739278 2.157436 0.188846 1.8160 -0.8382 -0.3476
C -1.947676 -0.652003 -3.898690 2.3445 1.2265 1.2245
C -2.890507 -0.599818 -4.849240 -0.3888 0.9522 -1.5457
H -2.598024 -2.959055 3.799334 -0.0996 0.7032 -0.2792
C 1.432933 1.966949 0.709605 -3.6435 -0.7061 -0.0904
H -3.512491 4.940849 5.262202 -0.2775 0.3040 0.0071
N -3.135898 -1.236583 -1.843502 0.4716 0.3112 -1.9362
C 4.058828 1.335250 -1.723372 -0.4081 1.3206 2.3918
C 2.549833 -1.342739 0.648345 -2.0398 0.6418 0.4424
H -2.593849 -4.069082 -1.143744 0.1603 0.5920 0.3349
N 1.538684 -1.900321 -0.054241 0.5010 0.1807 0.5741
C -0.193895 2.048501 2.445272 0.8976 -0.4050 -0.8450
C -3.005125 -1.265581 -0.491362 -0.2861 -0.9334 3.5048
C -0.442025 4.108031 4.049469 -0.2912 0.4533 0.4369
C -2.539825 -3.032884 2.718542 0.5693 -1.7477 -2.6527
H -3.926562 -0.714482 -4.613582 -0.4340 -0.6736 0.0091
N -0.920406 0.965829 2.155752 0.1950 1.3848 0.0821
H 0.927759 -3.311990 -1.312280 -0.1644 -0.8570 -0.2920
C 1.779171 -3.024508 -0.731803 -0.3055 0.6184 -0.0844
H -0.945772 0.917372 -7.229770 -0.2428 -1.1717 0.7289
N 0.632379 1.299198 -0.232105 0.9978 -0.9121 0.0633
N -3.100657 0.268416 2.696208 -1.2453 -0.3485 -0.0091
C -2.502691 -3.729983 -0.101869 0.6591 -3.5137 -0.3145
N 1.002939 2.370710 1.882097 0.4600 -0.0922 0.2947
C 3.802656 -1.861162 0.630416 1.4113 1.2552 1.6338
H -1.123751 5.734984 5.269208 -0.3906 0.0911 -0.2151
C 3.822061 2.696519 0.856289 -0.8107 0.7517 -0.8814
N -0.894037 -0.628483 -1.780209 0.9165 -0.0619 -0.4754
H 6.167398 1.972242 -1.609560 -1.1778 0.0155 0.7177
H -3.207959 0.051703 -6.942992 0.4042 -0.1139 0.8557
C -2.770423 4.365250 4.743091 0.7168 -0.3206 0.5853
C -2.776318 -2.456357 0.309202 -0.7243 2.1578 -1.0793
H -4.195437 2.761666 4.231885 1.0431 0.1789 0.3077
C -2.183904 -4.311147 2.223426 -0.6429 1.4007 0.6165
C -3.134381 3.094434 4.271286 0.4639 -0.0865 -0.9077
C -2.188593 1.126083 2.781758 1.0126 -0.1237 1.3014
H 0.600269 4.457948 4.048814 -0.5922 -0.1745 -0.2804
N -3.148276 -0.209197 0.366425 0.1190 -0.4759 -0.3484
C -2.069173 -0.926020 -2.478035 -1.9703 -0.2034 0.9178
C 4.982549 2.739997 0.118023 1.8064 -1.6663 -0.8084
C -2.162542 -4.702548 0.833744 0.2555 1.3054 -0.0203
C -0.025752 -0.132439 -2.628297 -0.9454 0.5763 -1.8440
H 2.212143 -0.483569 1.274679 0.8169 -0.5578 -0.4667
H 5.064246 -3.402800 0.000016 -0.9148 -0.0732 -0.3308
C -1.440011 4.854159 4.721680 0.2597 -1.6337 -0.5093
H 4.011172 0.782457 -2.612870 0.6567 -0.6064 -1.2010
H -1.797817 -5.674529 0.465971 -0.5364 0.3986 0.6042
C -2.494867 -0.062303 -6.100751 -0.8356 -0.5804 -0.4038
H 3.655484 3.186297 1.811445 0.3370 -0.0875 -0.0951
C -0.823834 2.903667 3.459197 -0.9611 -0.2534 0.0498
H -2.021651 -4.997641 3.028548 0.3162 -0.7785 -0.0709
N 1.196130 0.329156 -2.369230 0.0280 -0.3775 -0.8681
C 5.163102 1.978288 -1.103676 -0.2213 0.8010 -0.0552
C 4.028857 -3.013297 -0.069302 2.3492 -0.0581 0.7957
C -0.636743 -0.052451 -4.031495 -1.0437 -2.0396 0.9820
C -0.227984 0.375095 -5.255780 -0.5321 0.0059 -0.4352
H 4.610089 -1.418511 1.272982 -0.8878 -0.3659 -0.9172
C -2.109858 2.352055 3.649363 -0.7041 0.8106 -0.5676
C 3.019297 -3.642432 -0.715388 -0.4561 -0.8844 -0.7058
Sm -0.724791 -0.730752 0.563668 0.7736 0.0244 -0.5515
H 0.769069 0.772729 -5.367712 -0.0018 0.1738 -0.3574
I 3.479068 -5.527406 -1.472144 -0.4216 0.0676 -0.2705
```
Forces are in eV/Å.

E_tot (a.u.): -2870.3139
Orbital gap (spin up / spin down) (eV): 5.516 / 5.462
E_HOMO (spin up / spin down) (eV): -9.87 / -9.82
Spin multiplicity: 6
Net charge: +1

Atomic partial charges in e from the Löwdin method, atoms 1 to 4: atom 1 (C): -0.41, atom 2 (C): -0.31, atom 3 (C): -0.09, atom 4 (H): 0.11